Record 1
{
  "formula": "C34H33Br2Cl2NP2Rh",
  "method": "ωB97M-V with the def2-TZVPD basis set",
  "species": ["Rh", "Br", "C", "Br", "H", "H", "C", "N", "C", "P", "C", "C", "C", "C", "C", "C", "C", "C", "C", "C", "C", "C", "C", "C", "C", "C", "C", "C", "P", "C", "C", "C", "C", "C", "C", "C", "C", "C", "C", "C", "C", "H", "H", "H", "H", "H", "H", "H", "H", "H", "H", "H", "H", "H", "H", "H", "H", "H", "H", "H", "H", "H", "H", "H", "H", "H", "H", "H", "H", "H", "Cl", "C", "Cl", "H", "H"],
  "xyz": [[-1.26, -0.40, -1.23], [-2.81, -1.43, -3.11], [-1.62, -1.26, -4.64], [0.02, -0.42, -4.08], [-2.11, -0.62, -5.36], [-1.42, -2.26, -5.01], [1.65, -0.88, 0.52], [1.38, 0.44, 1.14], [1.24, 1.54, 0.16], [-0.30, 1.79, -0.90], [-1.55, 2.80, -0.10], [-2.81, 2.74, -0.70], [-3.84, 3.55, -0.24], [-3.62, 4.40, 0.84], [-2.37, 4.46, 1.44], [-1.33, 3.66, 0.97], [0.45, 2.81, -2.18], [-0.04, 4.08, -2.45], [0.57, 4.86, -3.43], [1.66, 4.38, -4.13], [2.16, 3.11, -3.86], [1.56, 2.33, -2.89], [1.58, 0.67, 2.46], [2.02, -0.38, 3.34], [2.23, -0.13, 4.66], [2.03, 1.16, 5.19], [1.63, 2.20, 4.34], [1.42, 1.98, 3.02], [0.30, -1.94, -0.23], [1.35, -3.09, -1.14], [2.22, -2.61, -2.13], [3.08, -3.47, -2.79], [3.06, -4.83, -2.48], [2.21, -5.31, -1.50], [1.36, -4.45, -0.82], [-0.61, -2.93, 0.97], [-0.23, -3.17, 2.29], [-0.99, -4.01, 3.08], [-2.12, -4.63, 2.56], [-2.50, -4.40, 1.24], [-1.75, -3.55, 0.45], [2.24, -1.51, 1.17], [2.28, -0.69, -0.35], [2.00, 1.37, -0.59], [1.47, 2.50, 0.61], [-2.99, 2.09, -1.55], [-4.81, 3.51, -0.72], [-4.42, 5.03, 1.19], [-2.20, 5.13, 2.26], [-0.36, 3.74, 1.43], [-0.89, 4.48, -1.92], [0.18, 5.85, -3.64], [2.14, 5.00, -4.88], [3.02, 2.74, -4.40], [1.97, 1.35, -2.69], [2.23, -1.37, 2.97], [2.57, -0.93, 5.31], [2.21, 1.35, 6.24], [1.50, 3.20, 4.74], [1.14, 2.82, 2.41], [2.24, -1.56, -2.38], [3.75, -3.09, -3.55], [3.73, -5.50, -3.00], [2.20, -6.37, -1.26], [0.70, -4.85, -0.06], [0.65, -2.70, 2.71], [-0.70, -4.20, 4.10], [-2.70, -5.31, 3.18], [-3.37, -4.90, 0.83], [-2.04, -3.39, -0.59], [-1.57, 0.17, 2.40], [-3.24, -0.11, 1.94], [-3.42, -0.50, 0.20], [-3.82, 0.80, 2.11], [-3.63, -0.96, 2.49]],
  "total_charge": 3,
  "spin_multiplicity": 5,
  "total_energy_ha": -8230.83702
}

---

Record 2
{
  "formula": "C34H33ClFN2O7Pt",
  "method": "ωB97M-V with the def2-TZVPD basis set",
  "species": ["Pt", "O", "C", "C", "C", "C", "C", "C", "C", "O", "N", "O", "O", "H", "H", "H", "H", "C", "C", "C", "C", "C", "C", "C", "C", "C", "C", "C", "C", "N", "C", "C", "C", "C", "C", "C", "F", "H", "H", "H", "H", "H", "H", "H", "H", "H", "H", "H", "H", "H", "H", "H", "H", "H", "H", "H", "H", "H", "C", "C", "C", "C", "Cl", "C", "C", "C", "O", "C", "C", "O", "O", "H", "H", "H", "H", "H", "H", "H", "H"],
  "xyz": [[1.53, 0.51, -0.35], [3.55, 0.05, -0.47], [4.45, 0.85, -0.22], [4.35, 2.28, -0.16], [5.56, 2.99, -0.18], [5.57, 4.36, -0.16], [4.36, 5.08, -0.08], [3.18, 4.43, -0.02], [3.10, 2.99, -0.08], [1.96, 2.45, -0.01], [6.84, 5.07, -0.20], [7.87, 4.41, -0.19], [6.80, 6.29, -0.26], [5.45, 0.43, -0.04], [6.50, 2.45, -0.23], [4.41, 6.16, -0.06], [2.24, 4.96, 0.05], [0.73, 3.01, -2.89], [-0.66, 3.23, -2.28], [-0.64, 4.02, -0.97], [-1.47, 1.94, -2.22], [-2.51, 1.86, -3.15], [-3.38, 0.79, -3.20], [-3.19, -0.26, -2.32], [-2.16, -0.24, -1.38], [-1.99, -1.46, -0.50], [-3.24, -1.76, 0.34], [-1.65, -2.66, -1.39], [-1.30, 0.88, -1.30], [-0.42, 0.98, -0.18], [-1.03, 1.32, 1.01], [-2.40, 1.68, 1.07], [-3.05, 1.96, 2.26], [-2.38, 1.94, 3.47], [-1.02, 1.66, 3.44], [-0.38, 1.38, 2.26], [0.96, 1.17, 2.35], [1.34, 3.92, -2.79], [0.64, 2.77, -3.95], [1.26, 2.19, -2.41], [-1.20, 3.86, -3.00], [-0.05, 3.51, -0.20], [-1.65, 4.16, -0.59], [-0.20, 5.00, -1.14], [-2.64, 2.69, -3.84], [-4.19, 0.78, -3.91], [-3.85, -1.11, -2.36], [-1.16, -1.28, 0.18], [-4.08, -2.06, -0.29], [-3.53, -0.88, 0.92], [-3.03, -2.57, 1.03], [-2.32, -2.70, -2.26], [-1.77, -3.59, -0.84], [-0.63, -2.60, -1.76], [-2.96, 1.72, 0.15], [-4.11, 2.21, 2.23], [-2.89, 2.14, 4.40], [-0.42, 1.66, 4.35], [-1.38, -6.39, -0.50], [-1.32, -5.66, 0.81], [-2.27, -5.92, 1.79], [-2.21, -5.27, 3.02], [-3.42, -5.62, 4.23], [-1.21, -4.36, 3.28], [-0.27, -4.07, 2.31], [-0.33, -4.71, 1.08], [0.55, -4.48, 0.06], [1.70, -3.68, 0.29], [1.49, -2.17, 0.51], [1.65, -1.72, 1.63], [1.27, -1.50, -0.58], [-2.41, -6.53, -0.82], [-0.92, -7.38, -0.41], [-0.84, -5.85, -1.28], [-3.06, -6.64, 1.60], [-1.18, -3.85, 4.24], [0.49, -3.32, 2.50], [2.30, -3.81, -0.61], [2.25, -4.06, 1.16]],
  "total_charge": -1,
  "spin_multiplicity": 1,
  "total_energy_ha": -2631.02006,
  "e_above_lowest_kcal_mol": 7.2
}

---

Record 3
{
  "formula": "C34H33CrN6O3S4",
  "method": "ωB97M-V with the def2-TZVPD basis set",
  "species": ["Cr", "C", "C", "N", "N", "C", "S", "S", "C", "C", "C", "C", "C", "C", "C", "C", "C", "C", "C", "C", "C", "O", "H", "H", "H", "H", "H", "H", "H", "H", "H", "H", "H", "H", "H", "H", "C", "C", "C", "C", "C", "C", "C", "S", "O", "O", "N", "C", "C", "C", "C", "C", "C", "C", "C", "N", "C", "H", "H", "H", "H", "H", "H", "H", "H", "H", "H", "H", "H", "H", "C", "N", "C", "N", "S", "H", "H", "H", "H", "H", "H"],
  "xyz": [[-1.26, 0.33, 0.37], [1.43, 3.11, 0.24], [-0.18, 2.21, 1.74], [-1.42, 1.87, 1.87], [-1.70, 1.31, 3.13], [-2.42, 0.24, 3.16], [-3.02, -0.72, 1.87], [-2.78, -0.28, 4.85], [-1.08, -0.72, 5.39], [-0.73, -2.16, 5.17], [-0.34, -2.61, 3.91], [-0.04, -3.95, 3.71], [-0.13, -4.86, 4.75], [-0.53, -4.42, 6.00], [-0.82, -3.08, 6.21], [0.90, 1.60, 2.53], [1.70, 2.32, 3.42], [2.68, 1.68, 4.16], [2.85, 0.31, 3.99], [2.07, -0.42, 3.11], [1.07, 0.21, 2.35], [0.33, -0.47, 1.50], [1.39, 3.79, -0.61], [2.15, 3.47, 0.98], [1.71, 2.11, -0.10], [-0.41, -0.06, 4.84], [-1.00, -0.46, 6.44], [-0.28, -1.91, 3.09], [0.26, -4.29, 2.72], [0.10, -5.90, 4.59], [-0.60, -5.12, 6.83], [-1.14, -2.74, 7.19], [1.53, 3.38, 3.54], [3.29, 2.23, 4.86], [3.61, -0.21, 4.56], [2.21, -1.48, 2.99], [1.60, 4.91, -5.55], [0.63, 4.40, -4.52], [0.92, 3.28, -3.75], [0.01, 2.80, -2.81], [-1.20, 3.44, -2.64], [-1.51, 4.56, -3.40], [-0.60, 5.03, -4.33], [-2.40, 2.92, -1.38], [-3.70, 3.20, -2.03], [0.10, 3.12, 0.78], [-2.04, 1.31, -1.32], [-2.19, 0.52, -2.43], [-2.67, 0.90, -3.68], [-2.77, -0.03, -4.73], [-2.43, -1.35, -4.58], [-1.97, -1.79, -3.32], [-1.67, -3.14, -3.02], [-1.29, -3.50, -1.75], [-1.17, -2.50, -0.78], [-1.40, -1.23, -1.04], [-1.84, -0.85, -2.27], [2.53, 4.34, -5.53], [1.85, 5.96, -5.37], [1.19, 4.84, -6.55], [1.86, 2.76, -3.89], [0.24, 1.92, -2.23], [-2.47, 5.04, -3.27], [-0.84, 5.91, -4.92], [-3.01, 1.91, -3.84], [-3.14, 0.32, -5.68], [-2.53, -2.06, -5.39], [-1.78, -3.88, -3.80], [-1.10, -4.53, -1.49], [-0.88, -2.73, 0.24], [2.74, -4.03, -1.81], [2.60, -2.64, -2.20], [2.21, -1.64, -1.37], [2.10, -1.93, -0.07], [1.96, -0.10, -1.98], [2.97, -4.61, -2.70], [1.81, -4.42, -1.38], [3.55, -4.17, -1.10], [2.64, -2.38, -3.17], [2.11, -2.89, 0.23], [1.59, -1.27, 0.53]],
  "total_charge": -1,
  "spin_multiplicity": 5,
  "total_energy_ha": -4507.05677,
  "e_above_lowest_kcal_mol": 26.6
}

---

Record 4
{
  "formula": "C34H33F11N11O12PbS3Te",
  "method": "ωB97M-V with the def2-TZVPD basis set",
  "species": ["Pb", "C", "C", "N", "C", "C", "N", "C", "C", "C", "C", "C", "N", "C", "C", "N", "C", "C", "N", "C", "C", "C", "N", "C", "C", "H", "H", "H", "H", "H", "H", "H", "H", "H", "H", "H", "H", "O", "S", "O", "O", "O", "F", "Te", "F", "F", "F", "F", "O", "F", "C", "F", "F", "S", "O", "O", "N", "S", "O", "O", "C", "F", "F", "F", "C", "C", "C", "C", "C", "C", "O", "N", "C", "O", "N", "C", "O", "H", "H", "H", "H", "H", "H", "H", "H", "H", "H", "H", "N", "C", "N", "C", "C", "C", "C", "C", "H", "H", "H", "H", "H", "H", "H", "H", "H", "H"],
  "xyz": [[0.03, 0.13, 0.26], [0.68, 4.74, 1.35], [0.14, 3.72, 0.60], [-0.38, 2.64, 1.17], [-0.45, 2.61, 2.50], [0.02, 3.69, 3.24], [0.61, 4.74, 2.68], [-1.12, 1.43, 3.11], [-1.26, 1.25, 4.48], [-1.90, 0.11, 4.95], [-2.41, -0.80, 4.03], [-2.23, -0.55, 2.68], [-1.59, 0.53, 2.25], [-2.73, -1.45, 1.61], [-3.68, -2.44, 1.83], [-4.18, -3.18, 0.83], [-3.69, -2.94, -0.38], [-2.70, -1.99, -0.60], [-2.24, -1.25, 0.39], [-2.01, -0.14, 6.41], [-3.17, -0.66, 6.97], [-3.21, -0.89, 8.33], [-2.20, -0.64, 9.16], [-1.09, -0.14, 8.61], [-0.94, 0.12, 7.26], [1.19, 5.57, 0.87], [0.04, 3.80, -0.48], [-0.09, 3.72, 4.32], [-0.87, 1.98, 5.17], [-2.88, -1.71, 4.37], [-4.07, -2.63, 2.82], [-4.08, -3.54, -1.19], [-2.27, -1.83, -1.58], [-4.03, -0.88, 6.35], [-4.11, -1.29, 8.79], [-0.26, 0.05, 9.29], [0.00, 0.50, 6.87], [0.79, -0.23, -3.12], [2.03, 0.72, -2.87], [1.58, 2.07, -3.57], [2.13, 0.99, -1.47], [3.09, 0.15, -3.61], [3.56, 3.92, -3.09], [2.96, 3.54, -1.32], [2.05, 5.25, -1.54], [4.42, 2.34, -1.55], [3.13, 2.90, 0.54], [4.27, 4.75, -0.76], [1.13, 3.06, -2.63], [2.52, -4.25, -1.84], [1.26, -4.58, -1.63], [0.57, -4.45, -2.77], [1.20, -5.86, -1.25], [0.46, -3.52, -0.37], [0.41, -2.20, -0.97], [-0.83, -4.15, -0.14], [1.47, -3.70, 0.83], [0.97, -3.24, 2.25], [-0.09, -2.26, 2.17], [2.07, -2.99, 3.13], [0.13, -4.75, 2.98], [0.23, -5.81, 2.18], [0.69, -5.06, 4.15], [-1.17, -4.50, 3.20], [6.90, 0.41, 0.80], [5.45, 0.18, 0.41], [4.74, -1.03, 1.10], [5.51, -2.32, 0.85], [4.90, -3.57, 1.48], [4.67, -0.71, 2.57], [5.58, -0.89, 3.35], [3.52, -0.09, 3.00], [2.35, 0.02, 2.28], [1.37, 0.57, 2.81], [2.28, -0.49, 1.04], [3.37, -1.08, 0.41], [3.27, -1.57, -0.69], [7.24, 1.35, 0.35], [7.56, -0.38, 0.44], [7.03, 0.48, 1.88], [5.38, 0.00, -0.67], [4.88, 1.08, 0.61], [6.52, -2.18, 1.25], [5.58, -2.45, -0.23], [4.78, -3.45, 2.56], [5.54, -4.43, 1.31], [3.92, -3.78, 1.06], [3.48, 0.19, 3.96], [-0.94, 0.61, -1.69], [-0.53, 0.21, -2.81], [-1.30, 0.10, -3.92], [-2.69, 0.52, -3.85], [-3.60, -0.53, -4.47], [-3.15, -0.86, -5.89], [-1.69, -1.29, -5.89], [-0.81, -0.21, -5.27], [-2.79, 1.47, -4.40], [-2.93, 0.71, -2.81], [-4.63, -0.16, -4.47], [-3.56, -1.43, -3.86], [-3.26, 0.03, -6.52], [-3.78, -1.64, -6.33], [-1.34, -1.50, -6.90], [-1.58, -2.21, -5.30], [-0.86, 0.70, -5.88], [0.22, -0.53, -5.22]],
  "total_charge": -1,
  "spin_multiplicity": 1,
  "total_energy_ha": -5574.67136,
  "e_above_lowest_kcal_mol": 97.9
}

---

Record 5
{
  "formula": "C34H33GeN2ORu",
  "method": "ωB97M-V with the def2-TZVPD basis set",
  "species": ["Ru", "C", "C", "C", "C", "C", "C", "C", "H", "H", "H", "H", "H", "H", "H", "H", "C", "C", "O", "N", "C", "C", "C", "C", "C", "C", "N", "H", "H", "H", "H", "H", "H", "H", "H", "H", "H", "C", "Ge", "C", "C", "C", "C", "C", "C", "C", "C", "C", "C", "C", "C", "C", "C", "C", "C", "C", "C", "H", "H", "H", "H", "H", "H", "H", "H", "H", "H", "H", "H", "H", "H", "H"],
  "xyz": [[0.85, -1.20, 0.52], [5.83, -2.29, 0.60], [4.38, -2.66, 0.78], [3.82, -2.73, 2.06], [2.50, -3.07, 2.24], [1.69, -3.37, 1.14], [2.22, -3.26, -0.15], [3.57, -2.91, -0.32], [6.00, -1.25, 0.86], [6.15, -2.44, -0.43], [6.47, -2.90, 1.25], [4.44, -2.50, 2.92], [2.07, -3.13, 3.23], [0.71, -3.81, 1.30], [1.65, -3.57, -1.02], [3.98, -2.86, -1.31], [-2.53, -0.19, 3.73], [-1.08, -0.06, 3.32], [-0.30, -0.99, 3.40], [-0.74, 1.13, 2.76], [0.66, 1.50, 2.51], [1.08, 1.34, 0.99], [1.39, 2.63, 0.31], [2.65, 2.90, -0.09], [3.70, 1.92, 0.02], [3.36, 0.67, 0.43], [2.14, 0.33, 0.88], [-2.61, -0.96, 4.49], [-3.11, -0.51, 2.86], [-2.94, 0.75, 4.10], [-1.41, 1.88, 2.83], [1.28, 0.83, 3.09], [0.78, 2.53, 2.86], [0.59, 3.34, 0.17], [2.86, 3.85, -0.55], [4.70, 2.14, -0.31], [4.07, -0.14, 0.39], [-0.02, 0.45, 0.40], [-1.40, 0.59, -0.94], [-2.22, -1.16, -0.65], [-3.59, -1.40, -0.54], [-4.07, -2.65, -0.17], [-3.18, -3.69, 0.09], [-1.82, -3.48, -0.04], [-1.34, -2.22, -0.39], [-2.66, 2.05, -0.60], [-3.61, 1.97, 0.41], [-4.41, 3.06, 0.72], [-4.26, 4.26, 0.03], [-3.31, 4.35, -0.98], [-2.52, 3.26, -1.29], [-0.59, 0.79, -2.70], [-1.41, 0.86, -3.83], [-0.85, 0.99, -5.09], [0.53, 1.05, -5.24], [1.35, 0.99, -4.12], [0.79, 0.85, -2.85], [-4.29, -0.60, -0.74], [-5.13, -2.82, -0.09], [-3.56, -4.66, 0.38], [-1.13, -4.29, 0.13], [-0.28, -2.13, -0.75], [-3.74, 1.05, 0.96], [-5.16, 2.98, 1.50], [-4.88, 5.11, 0.27], [-3.19, 5.28, -1.52], [-1.78, 3.35, -2.08], [-2.49, 0.82, -3.72], [-1.49, 1.05, -5.96], [0.96, 1.16, -6.22], [2.42, 1.04, -4.23], [1.44, 0.80, -1.99]],
  "spin_multiplicity": 2,
  "total_energy_ha": -3671.82437,
  "e_above_lowest_kcal_mol": 53.3
}

---

Record 6
{
  "formula": "C34H33IrN4O2",
  "method": "ωB97M-V with the def2-TZVPD basis set",
  "species": ["Ir", "C", "O", "C", "C", "C", "C", "C", "C", "N", "N", "C", "C", "C", "C", "O", "C", "N", "C", "C", "C", "C", "H", "H", "H", "H", "H", "H", "H", "H", "H", "H", "H", "H", "C", "C", "C", "C", "C", "C", "C", "C", "C", "C", "H", "H", "H", "H", "H", "H", "H", "H", "H", "H", "H", "H", "C", "C", "C", "C", "C", "C", "C", "C", "N", "H", "H", "H", "H", "H", "H", "H", "H", "H"],
  "xyz": [[1.39, 2.71, 0.54], [0.19, -6.14, 1.30], [-0.33, -5.23, 2.24], [-1.35, -4.42, 1.81], [-2.26, -4.79, 0.82], [-3.26, -3.91, 0.44], [-3.35, -2.62, 1.00], [-2.44, -2.29, 2.03], [-1.47, -3.18, 2.44], [-4.33, -1.79, 0.56], [-4.35, -0.54, 0.92], [-3.52, 0.41, 0.68], [-3.68, 1.64, 1.43], [-2.71, 2.57, 1.51], [-1.45, 2.46, 0.79], [-0.50, 3.36, 0.97], [-1.33, 1.39, -0.03], [-0.21, 1.12, -0.83], [-0.48, 0.34, -2.85], [-1.77, 0.08, -3.55], [-2.96, 0.32, -3.01], [-2.45, 0.45, -0.40], [1.12, -6.52, 1.72], [0.41, -5.64, 0.35], [-0.48, -6.98, 1.12], [-2.20, -5.76, 0.35], [-3.97, -4.19, -0.33], [-2.52, -1.32, 2.51], [-0.78, -2.93, 3.23], [-4.57, 1.71, 2.04], [-2.83, 3.43, 2.16], [0.36, 0.01, -3.47], [-1.72, -0.36, -4.54], [-3.86, 0.06, -3.56], [2.28, 1.41, -2.53], [1.15, 2.44, -2.49], [1.11, 3.15, -3.86], [1.37, 3.42, -1.35], [-0.23, 1.77, -2.21], [-1.36, 2.75, -2.34], [-2.63, 2.49, -2.03], [-3.16, 1.10, -1.73], [-1.68, -0.75, -0.84], [-0.41, -0.24, -1.39], [3.23, 1.92, -2.36], [2.34, 0.90, -3.50], [2.16, 0.68, -1.73], [2.12, 3.37, -4.18], [0.55, 4.08, -3.82], [0.64, 2.50, -4.61], [0.84, 4.36, -1.49], [-1.10, 3.77, -2.57], [-3.36, 3.29, -2.07], [-4.23, 1.17, -1.51], [-2.09, -1.71, -1.08], [0.45, -0.90, -1.24], [2.90, 2.51, 3.57], [3.36, 1.16, 3.09], [3.71, 0.18, 3.99], [4.12, -1.08, 3.58], [4.22, -1.34, 2.22], [3.89, -0.38, 1.27], [4.03, -0.69, -0.19], [3.39, 0.89, 1.67], [2.98, 1.80, 0.76], [2.71, 2.50, 4.64], [1.99, 2.82, 3.05], [3.66, 3.27, 3.35], [3.64, 0.40, 5.05], [4.36, -1.85, 4.30], [4.55, -2.32, 1.89], [4.94, -1.25, -0.40], [4.04, 0.24, -0.76], [3.19, -1.30, -0.55]],
  "total_charge": -1,
  "spin_multiplicity": 6,
  "total_energy_ha": -1788.91804
}